Record 1
{
  "formula": "C4H7NOS",
  "method": "ωB97M-V/def2-TZVPD",
  "symbols": ["C", "C", "C", "C", "N", "O", "S", "H", "H", "H", "H", "H", "H", "H"],
  "coordinates": [[-1.4072, 1.6482, -1.0233], [-0.4667, 0.6743, -0.8925], [0.8363, -1.3206, 1.8822], [0.5357, 0.2610, 0.0685], [-0.8096, -0.0842, -2.0415], [0.0438, -0.8828, 0.7865], [-2.0052, 1.2244, -2.5709], [-1.6855, 2.5079, -0.4401], [0.4280, -2.3525, 2.2181], [0.9062, -0.6430, 2.7148], [1.8377, -1.7944, 1.6880], [1.3866, 0.0135, -0.4155], [0.6638, 1.1240, 0.7781], [-0.2638, -0.3759, -2.7523]],
  "forces_ev_per_a": [[1.2, 0.8, 1.4], [-1.9, 0.6, -1.8], [0.0, -3.5, -0.2], [-2.6, 1.0, 3.2], [-4.0, 1.8, 1.6], [0.6, -0.2, 0.4], [1.1, -1.9, 0.2], [-0.1, -0.1, 0.2], [-0.4, 2.0, -0.2], [-0.1, 0.5, 0.2], [-0.2, 1.4, -0.7], [3.2, -0.7, -1.4], [0.3, -0.7, -0.5], [2.8, -1.1, -2.5]],
  "nbo_charge": [-0.442, 0.090, -0.275, -0.098, -0.649, -0.532, 0.396, 0.227, 0.198, 0.175, 0.170, 0.182, 0.185, 0.371],
  "total_charge": 0,
  "total_energy_ev": -18630.907,
  "homo_lumo_gap_ha": 0.3211,
  "spin_multiplicity": 1,
  "homo_ev": -8.26
}

Record 2
{
  "formula": "C9H15N2",
  "method": "ωB97M-V/def2-TZVPD",
  "symbols": ["C", "C", "C", "C", "C", "C", "C", "C", "C", "N", "N", "H", "H", "H", "H", "H", "H", "H", "H", "H", "H", "H", "H", "H", "H", "H"],
  "coordinates": [[-1.2348, 1.5049, -2.3915], [-1.9596, 0.7146, -1.5372], [0.1247, 1.6790, -1.9249], [-0.9544, 0.2317, -0.6431], [1.1340, 2.5735, -2.2527], [-0.9845, -0.8911, 0.5142], [-2.3021, -0.5995, 1.2616], [0.2647, -0.8397, 1.3830], [1.6212, -1.3896, 0.7462], [0.1603, 0.8476, -0.8227], [2.3586, -0.2632, 0.0820], [-1.6360, 2.2474, -3.0711], [-2.9890, 0.5729, -1.4315], [2.0730, 2.5479, -1.7625], [0.9924, 3.2031, -3.0587], [-2.1635, -0.7114, 2.2614], [-3.0911, -1.3320, 0.9686], [-2.6185, 0.4345, 0.9668], [0.3409, 0.1426, 1.8122], [-0.0200, -1.4889, 2.2547], [1.5532, -2.2819, -0.0390], [2.1884, -1.8820, 1.4659], [1.1009, 0.6174, -0.4239], [-1.0008, -1.9197, -0.1038], [3.1125, -0.7069, -0.4301], [2.8034, 0.3606, 0.7190]],
  "forces_ev_per_a": [[-1.6, 1.9, -0.1], [2.6, 0.8, -1.0], [1.1, 1.8, -0.5], [0.3, -2.8, 2.8], [-2.7, -3.3, 1.2], [-0.5, 0.0, -3.5], [-0.8, -0.1, -3.5], [0.0, -2.4, 0.1], [-1.6, 0.3, -2.0], [1.7, 0.3, -0.1], [0.1, -1.5, -0.3], [-0.2, -0.5, -0.4], [-1.3, -0.4, -0.3], [0.6, 0.1, 0.6], [-0.2, 1.2, -1.6], [0.3, 0.0, 3.0], [0.5, 0.7, 0.1], [-0.1, -0.9, 0.9], [0.6, 0.6, 0.1], [0.6, 0.4, -0.7], [-0.7, 2.2, 1.3], [1.1, -0.3, 1.7], [0.0, -0.7, 0.1], [-0.1, 2.1, 1.5], [0.1, 0.3, -0.3], [0.3, 0.2, 1.0]],
  "nbo_charge": [-0.109, -0.270, 0.068, 0.397, -0.182, -0.232, -0.608, -0.447, -0.222, -0.521, -0.853, 0.244, 0.259, 0.221, 0.223, 0.225, 0.239, 0.212, 0.221, 0.244, 0.213, 0.208, 0.453, 0.246, 0.392, 0.379],
  "total_charge": 1,
  "total_energy_ev": -12548.336,
  "homo_lumo_gap_ha": 0.3268,
  "spin_multiplicity": 1,
  "homo_ev": -13.93
}

Record 3
{
  "formula": "C3H10N3",
  "method": "ωB97M-V/def2-TZVPD",
  "symbols": ["C", "C", "C", "N", "N", "N", "H", "H", "H", "H", "H", "H", "H", "H", "H", "H"],
  "coordinates": [[0.7861, 0.1923, -0.3160], [0.0233, -0.5297, 0.7082], [-1.2022, -1.0097, -1.5301], [-0.5152, -0.1175, -0.6131], [1.2701, 1.5322, -0.1515], [-0.4461, 0.3264, 1.9320], [2.3027, -0.9547, -1.1920], [0.2539, -1.4898, 0.8429], [-0.6051, -1.3032, -2.4922], [-1.5036, -1.8975, -0.9755], [-2.0801, -0.4870, -1.9217], [2.2748, 1.5380, -0.1751], [-1.3349, 0.1840, 2.4335], [-0.5436, 1.3644, 1.6019], [0.2258, 0.4079, 2.7072], [1.0940, 2.2439, -0.8585]],
  "forces_ev_per_a": [[2.6, 0.1, -1.8], [-1.3, 4.3, -1.4], [0.4, -0.4, -2.1], [0.3, 0.2, 2.2], [0.1, -0.3, -0.2], [-0.3, 2.4, -0.6], [-2.1, 1.4, 1.2], [0.5, -3.6, 1.3], [-0.5, 0.5, 2.1], [0.0, 0.0, -0.3], [0.0, -0.2, 0.3], [0.5, -0.4, 0.7], [0.0, -0.8, -0.8], [0.5, -2.1, 0.1], [0.4, -0.4, -0.5], [-1.0, -0.6, -0.3]],
  "nbo_charge": [0.336, 0.022, -0.425, -0.400, -0.878, -0.723, -0.028, 0.227, 0.242, 0.217, 0.231, 0.403, 0.449, 0.471, 0.448, 0.406],
  "total_charge": 1,
  "total_energy_ev": -7731.210,
  "homo_lumo_gap_ha": [0.3352, 0.3208],
  "spin_multiplicity": 1,
  "homo_ev": [-13.10, -12.53]
}

Record 4
{
  "formula": "CH4Cl2P2",
  "method": "ωB97M-V/def2-TZVPD",
  "symbols": ["C", "P", "P", "Cl", "Cl", "H", "H", "H", "H"],
  "coordinates": [[0.8753, -0.1476, -0.1032], [-0.6511, -1.5477, 0.2177], [-0.0348, 1.4784, 0.1174], [1.3804, -0.2003, -1.7838], [2.0465, -0.3390, 1.0815], [-0.9473, -1.5517, -1.2059], [-0.0048, -2.7826, 0.0412], [0.5389, 1.7983, 1.4271], [0.9631, 2.2441, -0.5859]],
  "forces_ev_per_a": [[-3.6, -1.0, -0.3], [0.8, 1.4, -1.3], [0.6, 0.7, 0.4], [0.6, -0.2, -0.3], [2.1, -0.7, 1.2], [-0.2, 0.1, 0.9], [0.6, 0.0, 0.1], [-0.5, -0.2, -0.9], [-0.4, -0.2, 0.4]],
  "nbo_charge": [-0.622, 0.285, 0.318, 0.003, 0.046, -0.004, -0.017, -0.003, -0.007],
  "total_charge": 0,
  "total_energy_ev": -44722.393,
  "homo_lumo_gap_ha": 0.3710,
  "spin_multiplicity": 1,
  "homo_ev": -9.52
}